ORCA calculation (ωB97M-V/def2-TZVPD) on a single C4H3N3O molecule.

CARTESIAN COORDINATES (ANGSTROEM)
O: -2.84094 -0.75335 0.17652
C: -2.03667 0.10178 -0.13544
C: -0.53461 -0.05588 -0.15524
C: 0.22532 1.01650 -0.07049
N: 1.60854 0.69242 0.04001
C: 1.96040 -0.57568 0.02996
N: 1.09219 -1.62734 0.02035
N: -0.11866 -1.31339 -0.21782
H: -2.31838 1.20260 -0.11173
H: 0.00147 2.14897 0.18430
H: 2.96135 -0.83663 0.23957

Results
Maximum force   6.18 eV/Å
Gap between HOMO and LUMO   9.070 eV
SMILES   O=Cc1cncnn1
Calculated total energy   -10711.4353 eV
LUMO level   -0.77 eV
Energy relative to the best compared isomer or geometry (same formula, charge and spin)   51.09 kcal/mol